Entry 1:
122
Properties=species:S:1:pos:R:3 method="wB97M-V/def2-TZVPD" homo_energy_ev=-9.104 orbital_gap_ha=0.285
C 10.60 0.75 2.87
C 9.14 0.34 2.16
C 9.51 -0.26 0.68
C 8.23 -0.60 -0.28
C 7.02 0.50 -0.25
Br 5.71 0.19 1.28
C 6.10 0.14 -1.58
C 4.66 0.91 -1.79
C 3.34 0.05 -1.36
C 2.03 0.89 -1.97
C 1.54 2.11 -0.95
C 0.52 1.43 0.18
C -1.02 2.00 0.10
C -2.19 0.89 0.38
S -1.70 -0.49 1.56
C -1.11 -1.88 0.38
N -2.17 -2.37 -0.57
N -1.45 -3.32 -1.32
C 0.01 -3.44 -0.85
O 0.23 -2.48 0.27
P 6.06 -1.67 -2.22
O 5.24 -2.65 -1.27
N 6.96 0.81 -2.67
C 7.20 2.24 -2.20
O 7.31 3.32 -2.98
C 7.32 2.08 -0.57
F 6.37 2.86 0.30
O 8.60 2.69 -0.21
N 8.27 3.82 0.49
O 8.90 3.84 1.56
H 10.62 1.86 3.26
H 11.43 0.68 2.02
H 10.92 -0.05 3.68
H 8.71 -0.53 2.86
H 8.47 1.30 2.15
H 10.14 -1.26 0.84
H 10.20 0.52 0.14
H 7.84 -1.67 0.07
H 8.67 -0.73 -1.38
H 4.56 1.11 -2.96
H 4.58 1.96 -1.28
H 3.27 -1.03 -1.84
H 3.17 0.00 -0.19
H 1.13 0.12 -2.14
H 2.32 1.40 -2.99
H 2.45 2.58 -0.37
H 1.00 2.93 -1.60
H 0.63 0.27 0.04
H 0.95 1.72 1.24
H -1.12 2.82 0.97
H -1.23 2.47 -0.97
H -3.23 1.37 0.72
H -2.43 0.38 -0.68
H 0.76 -4.17 -1.39
H 5.48 -1.70 -3.55
H 7.39 -2.26 -2.36
H 6.60 0.69 -3.66
C 7.36 5.73 3.91
Cl 6.86 4.30 4.80
Cl 8.01 6.97 4.99
H 8.13 5.45 3.19
H 6.50 6.14 3.38
C -1.88 -6.64 -2.89
Cl -0.84 -7.02 -4.28
Cl -3.58 -6.89 -3.29
H -1.61 -7.29 -2.06
H -1.73 -5.59 -2.61
C -6.70 -8.33 -2.33
Cl -7.94 -7.08 -2.19
Cl -6.58 -9.28 -0.85
H -6.96 -9.00 -3.16
H -5.74 -7.86 -2.53
C -4.51 3.23 3.12
Cl -5.96 2.94 2.16
Cl -3.50 1.78 3.21
H -3.93 4.03 2.66
H -4.80 3.52 4.13
C -10.21 -7.43 -5.14
Cl -11.66 -7.72 -6.10
Cl -9.20 -8.88 -5.05
H -9.63 -6.63 -5.60
H -10.50 -7.14 -4.13
C 11.43 5.20 -0.11
Cl 11.82 6.93 -0.12
Cl 12.50 4.32 0.98
H 10.40 5.07 0.21
H 11.55 4.81 -1.13
C 3.26 3.49 6.08
Cl 2.57 3.65 4.46
Cl 2.25 4.28 7.29
H 3.35 2.43 6.32
H 4.26 3.95 6.09
C -2.82 7.14 2.08
Cl -2.21 5.48 2.09
Cl -3.98 7.41 3.39
H -1.98 7.83 2.20
H -3.32 7.33 1.12
C -2.29 11.13 3.76
Cl -2.76 10.17 5.17
Cl -1.49 10.13 2.55
H -3.18 11.59 3.32
H -1.60 11.92 4.09
C -14.58 -6.04 -7.98
Cl -15.19 -4.40 -8.26
Cl -13.73 -6.65 -9.41
H -13.89 -6.02 -7.14
H -15.42 -6.70 -7.76
C -8.13 -8.34 2.78
Cl -8.64 -9.78 3.67
Cl -7.49 -7.11 3.86
H -7.36 -8.62 2.06
H -9.00 -7.93 2.25
C -9.80 2.70 1.41
Cl -10.49 2.86 -0.20
Cl -10.81 3.49 2.63
H -9.71 1.63 1.66
H -8.80 3.16 1.42
C -11.86 -6.28 -0.73
Cl -10.54 -5.34 0.00
Cl -11.37 -6.93 -2.30
H -12.12 -7.10 -0.06
H -12.72 -5.62 -0.87

Entry 2:
20
Properties=species:S:1:pos:R:3 method="wB97M-V/def2-TZVPD" homo_energy_ev=-8.675 relative_energy_kj_mol=431.2 smiles=C[C@@H]1CC[C@H]2[C@@H](S)[C@@H]21 orbital_gap_ha=0.354
C -0.67 0.55 -1.95
C -0.72 0.92 -0.48
C 0.71 1.48 -0.02
C 1.36 0.38 1.02
C 0.71 -0.84 0.42
C -0.55 -1.80 0.57
S -0.91 -2.82 2.01
C -0.75 -0.33 0.43
H -0.71 1.41 -2.70
H -1.46 -0.14 -2.22
H 0.37 0.08 -2.07
H -1.60 1.62 -0.38
H 0.73 2.54 0.16
H 1.33 1.25 -0.98
H 2.49 0.27 0.82
H 1.13 0.46 2.03
H 0.96 -0.91 -0.64
H -0.78 -2.50 -0.22
H -0.72 -1.78 2.79
H -0.93 0.19 1.39

Entry 3:
7
Properties=species:S:1:pos:R:3 method="wB97M-V/def2-TZVPD" homo_energy_ev=-3.360 relative_energy_kj_mol=314.8 total_charge=-1 orbital_gap_ha=0.241
C 0.59 -0.25 -0.44
N 0.82 -0.60 -1.68
O -1.05 0.31 0.72
I 1.50 0.83 -3.02
H 1.04 0.64 -0.14
H -1.85 -0.19 0.28
H 0.19 -0.98 0.26

Entry 4:
20
Properties=species:S:1:pos:R:3 method="wB97M-V/def2-TZVPD" homo_energy_ev="-7.821 / -7.818" relative_energy_kj_mol=519.4 orbital_gap_ha="0.304 / 0.305"
C -1.47 -0.52 0.31
C 0.67 0.34 -0.28
C 2.05 -0.19 -0.64
C 0.69 1.78 0.19
N -2.47 0.27 -0.22
N -1.32 -1.73 -0.41
O -1.30 -0.41 1.59
N 0.69 -0.50 1.58
O 0.96 -1.61 1.73
H 0.08 0.26 -1.20
H -2.68 1.13 0.27
H -2.63 0.24 -1.21
H -0.45 -2.20 -0.18
H -2.12 -2.34 -0.26
H 2.02 -1.26 -0.85
H 2.43 0.30 -1.54
H 2.77 -0.02 0.16
H 1.08 2.44 -0.59
H -0.31 2.12 0.48
H 1.32 1.90 1.07